1.
16
Properties=species:S:1:pos:R:3 method="wB97M-V/def2-TZVPD" orbital_gap_ev=9.772 de_lowest_kj_mol=207.2 lumo_energy_ha=0.023 energy_ev=-10888.434
C 1.0503 -0.0489 1.7069
N 0.4537 0.7965 0.7132
O -0.7927 1.3289 1.0820
C 0.9426 0.9759 -0.5190
O 1.9815 0.5114 -0.9229
O 0.1346 1.7741 -1.2774
H 1.2061 0.5198 2.6241
H 0.4006 -0.9009 1.9152
H 2.0022 -0.3926 1.3102
H -1.1097 1.8183 0.3066
H 0.5422 1.8776 -2.1468
C -1.3613 -1.6511 -0.9576
H -0.2841 -1.5898 -1.0474
H -1.6842 -1.1476 -0.0555
H -1.6591 -2.6906 -0.9149
H -1.8225 -1.1809 -1.8167


2.
72
Properties=species:S:1:pos:R:3 method="wB97M-V/def2-TZVPD" orbital_gap_ev=9.314 lumo_energy_ha=-0.012 energy_ev=-85570.651
C -0.4952 -3.2593 4.5824
C -1.1185 -1.8938 4.3283
C -1.1314 -1.4335 2.8638
O 0.0730 -1.8939 2.2208
C 0.2381 -1.7087 0.8999
O 1.1331 -2.2947 0.3519
C -0.6411 -0.7808 0.1135
S -0.2921 0.9909 0.2795
N 0.7123 1.2406 1.6943
S 0.1506 2.3135 2.8115
O -0.9965 2.9847 2.3356
O 0.1890 1.7105 4.0968
F 1.3447 3.2970 2.7451
O -2.4819 -1.9514 4.8075
C -3.1461 -0.7687 4.7915
O -2.7548 0.1904 5.4036
C -4.3996 -0.7713 3.9654
S -5.7895 -0.9911 5.1205
H 0.1893 -3.5866 3.8137
H -1.3025 -3.9798 4.7056
H 0.0154 -3.2132 5.5389
H -0.5892 -1.1432 4.9149
H -1.1820 -0.3464 2.8207
H -2.0001 -1.8692 2.3701
H -1.6989 -0.9456 0.3071
H -0.4837 -1.0193 -0.9326
H 1.0060 0.3949 2.1752
H -4.4706 0.1733 3.4360
H -4.3798 -1.6218 3.2942
H -6.7210 -1.3053 4.2180
O 3.6632 1.7383 0.6780
H 2.7319 1.7561 0.9287
H 4.1471 1.9278 1.4873
O -1.1687 -3.5620 -1.1630
H -0.2315 -3.5317 -0.9340
H -1.1714 -3.7001 -2.1185
O -2.4381 -0.5256 8.4991
H -1.4769 -0.5246 8.5525
H -2.6191 -0.3940 7.5617
O -0.9645 0.1660 -3.1731
H -1.3886 -0.1264 -3.9846
H -0.4714 0.9560 -3.4378
O 1.2945 0.4058 -4.9178
H 2.2232 0.6463 -4.8149
H 1.2114 -0.4534 -4.4857
O 0.2115 -0.3289 -7.5429
H -0.7402 -0.3114 -7.4077
H 0.5951 -0.1330 -6.6768
O 1.9217 2.5519 -6.9586
H 1.5075 1.7259 -7.2351
H 1.7305 3.1605 -7.6847
O -0.3051 -3.8280 -4.3384
H -0.5035 -3.5390 -5.2347
H 0.5906 -4.1762 -4.3915
O 2.7651 3.2611 -9.7202
H 3.6936 3.2433 -9.4686
H 2.7685 3.1983 -10.6797
O 4.4477 -0.1866 -1.7888
H 4.0983 0.1303 -0.9456
H 4.2584 -1.1294 -1.7919
O 0.7380 5.6067 -6.9399
H 1.6631 5.8412 -6.8180
H 0.6568 4.7411 -6.5267
O 0.1802 3.4388 -3.5059
H 1.1155 3.4279 -3.2773
H 0.1732 3.3534 -4.4652
O 2.1007 -1.7525 4.5317
H 3.0599 -1.8243 4.5656
H 1.8904 -1.7615 3.5911
O -0.2884 1.1069 7.6474
H -0.8414 0.9749 6.8675
H 0.1943 1.9120 7.4432


3.
94
Properties=species:S:1:pos:R:3 method="wB97M-V/def2-TZVPD" orbital_gap_ev="5.156 / 5.116" total_charge=+2 multiplicity=2 de_lowest_kj_mol=7.5 lumo_energy_ha="-0.282 / -0.283" energy_ev=-97775.187
Re -0.4402 -0.0163 -0.3363
C -2.4291 -4.1369 1.0072
O -1.6178 -3.0117 0.6363
Si -0.0662 -2.9072 1.1960
C 0.7076 -4.5749 0.9098
C -0.1902 -2.5464 3.0280
C 0.8101 -1.4186 0.2183
Si 1.6246 -2.0804 -1.5597
C 2.9578 -3.3484 -1.2731
C 0.3077 -2.8234 -2.6443
C 2.4565 -0.7170 -2.5463
Si 2.4345 -1.0358 1.3648
C 3.1458 -2.5932 2.1321
C 1.8849 0.1083 2.7522
C 3.9159 -0.2717 0.5113
H -2.0927 -5.0389 0.4957
H -3.4554 -3.9312 0.7114
H -2.4063 -4.3043 2.0859
H 0.1379 -5.2718 1.5323
H 1.7449 -4.6614 1.2181
H 0.6120 -4.9184 -0.1209
H -1.1561 -2.0907 3.2476
H 0.5825 -1.9218 3.4630
H -0.1623 -3.4999 3.5617
H 2.5955 -4.2888 -0.8729
H 3.8091 -3.0167 -0.6881
H 3.3256 -3.5492 -2.2850
H -0.2540 -3.6177 -2.1575
H 0.7903 -3.2539 -3.5251
H -0.4060 -2.0784 -3.0005
H 3.2737 -0.2320 -2.0198
H 1.8083 0.0501 -2.9560
H 2.8885 -1.2236 -3.4141
H 2.4700 -3.2421 2.6788
H 3.8680 -2.2152 2.8632
H 3.7071 -3.2005 1.4257
H 0.8004 0.1822 2.8255
H 2.2958 1.1100 2.6189
H 2.2560 -0.2661 3.7077
H 4.3757 -0.8912 -0.2543
H 4.6523 -0.1880 1.3177
H 3.7813 0.7290 0.1089
N -0.3354 1.0187 -2.2684
C -1.2541 2.1608 -2.1999
C -2.2937 2.3055 -3.1042
C -3.3913 3.0612 -2.7159
C -3.4237 3.6043 -1.4384
C -2.2450 3.7595 -0.7261
C -1.1485 3.0143 -1.0997
S -4.9509 3.6184 -0.4840
O -4.7899 2.2348 -0.0049
O -4.7482 4.6164 0.5346
O -6.0128 3.8101 -1.4308
H -0.5659 0.4371 -3.0733
H 0.6227 1.3369 -2.3924
H -2.3128 1.7360 -4.0262
H -4.2936 3.0907 -3.3142
H -2.2683 4.3478 0.1826
H -0.2314 3.0552 -0.5422
N 1.2066 1.3972 -0.0353
C 2.0284 2.2039 0.0043
C 3.0106 3.2238 0.1007
C 3.8233 3.5066 -1.0029
C 4.7611 4.5152 -0.8966
C 4.8829 5.2264 0.2922
C 4.0728 4.9414 1.3859
C 3.1291 3.9364 1.3000
H 3.7157 2.9475 -1.9231
H 5.3945 4.7542 -1.7389
H 5.6180 6.0163 0.3668
H 4.1770 5.5070 2.3009
H 2.4891 3.7051 2.1413
C -3.7925 0.0316 -2.0347
P -2.7640 -0.9794 -0.9478
C -2.8986 -2.5600 -1.8431
C -3.9373 -1.0588 0.4372
H -4.7333 -0.5186 -2.1217
H -3.3714 0.1293 -3.0297
H -4.0268 1.0040 -1.5976
H -3.9479 -2.8562 -1.7899
H -2.2777 -3.3491 -1.4455
H -2.6607 -2.3895 -2.8926
H -4.8676 -1.4764 0.0485
H -4.1637 -0.0373 0.7549
H -3.5983 -1.6729 1.2605
C -2.0560 0.2689 2.9204
S -1.5997 1.1280 1.4006
C -0.8042 2.5557 2.1610
H -1.1943 0.2042 3.5801
H -2.4323 -0.7150 2.6798
H -2.8478 0.8656 3.3716
H -1.6023 3.0720 2.6946
H -0.4177 3.2152 1.3914
H -0.0163 2.2534 2.8458


4.
66
Properties=species:S:1:pos:R:3 method="wB97M-V/def2-TZVPD" orbital_gap_ev=4.676 de_lowest_kj_mol=303.8 lumo_energy_ha=-0.069 energy_ev=-78111.416
Cs -10.8920 4.9884 10.1110
B -8.6898 4.3636 15.3537
H -8.1545 4.2584 14.4228
H -9.7285 4.2297 15.0941
H -8.5089 3.7176 16.1988
H -8.7598 5.3856 15.6926
C -6.4334 12.0712 12.9779
C -5.9433 12.7234 11.7033
C -6.9643 12.4056 10.7082
S -8.5861 12.5705 11.5678
O -9.5207 11.5580 11.1657
O -8.8983 13.9984 11.4824
C -7.9665 12.3012 13.2141
H -5.8376 12.5663 13.7447
H -6.0464 11.0534 13.0270
H -4.9255 12.3620 11.5568
H -5.9702 13.8059 11.8279
H -7.0215 11.3698 10.3739
H -6.6732 12.7951 9.7326
H -8.4969 11.4545 13.6497
H -8.3300 13.1715 13.7605
C -14.3162 5.0044 20.7422
C -15.4214 5.3876 21.8443
C -14.6642 6.1305 22.9465
S -12.9872 5.3755 22.9632
O -13.1890 4.0728 23.5906
O -11.8570 6.2501 23.3823
C -12.8451 5.0080 21.2186
H -14.4212 5.6573 19.8757
H -14.4046 4.0044 20.3174
H -15.8389 4.5367 22.3827
H -16.3078 5.8591 21.4200
H -15.2362 6.1300 23.8744
H -14.5788 7.2003 22.7557
H -12.2311 4.1308 21.0147
H -12.4172 5.8560 20.6839
C -1.3673 8.0842 16.8426
C 0.0146 8.7354 16.6547
C 0.1271 9.1778 15.2054
S -0.2852 7.5791 14.3379
O 0.8146 6.6117 14.1699
O -1.2260 7.8758 13.2730
C -1.3132 6.9494 15.7098
H -2.2728 8.6313 16.5802
H -1.4928 7.5302 17.7728
H 0.8083 8.1373 17.1023
H 0.0477 9.6425 17.2582
H 1.1094 9.4953 14.8557
H -0.5097 10.0513 15.0652
H -0.7563 6.0936 16.0913
H -2.3336 6.7758 15.3684
C -5.6028 -0.3049 20.0291
C -4.3092 -0.4506 19.1340
C -4.1372 -1.8509 18.7732
S -5.6475 -2.6990 18.5284
O -5.5445 -4.0185 19.2325
O -5.9380 -2.6550 17.1123
C -6.6022 -1.3230 19.5256
H -5.9800 0.7131 19.9311
H -5.4086 -0.4111 21.0964
H -3.4277 0.1170 19.4319
H -4.4682 -0.0262 18.1427
H -3.7173 -2.4180 19.6041
H -3.5883 -2.0708 17.8576
H -7.1439 -1.7258 20.3814
H -7.4263 -0.8297 19.0102


5.
27
Properties=species:S:1:pos:R:3 method="wB97M-V/def2-TZVPD" orbital_gap_ev=8.933 de_lowest_kj_mol=249.7 lumo_energy_ha=0.035 energy_ev=-13138.203
C 1.8748 0.3085 2.2656
C 0.8596 -0.6095 1.6976
C -0.0957 -1.1856 2.4346
N -1.1069 -1.7784 1.5564
C -0.6753 -1.5871 0.2413
C -1.4544 -1.7457 -0.9601
C -1.0463 -1.1367 -2.1207
C 0.1161 -0.4870 -2.1896
C 0.8479 -0.2389 -1.0218
C 0.5311 -0.7671 0.2732
H 2.6235 -0.1628 2.8754
H 1.3921 1.0864 2.6953
H 2.4795 0.7964 1.5040
H -0.4302 -1.1418 3.4864
H -1.8693 -2.3111 1.8207
H -2.4007 -2.2332 -0.9119
H -1.9801 -1.3395 -2.9064
H 0.4286 -0.1008 -3.1168
H 1.7958 0.3006 -1.1921
C 0.2656 4.0156 -1.5235
C -0.2665 2.9530 -0.5151
H -0.4922 4.3332 -2.1906
H 1.0268 4.7097 -1.0439
H 0.8545 3.3885 -2.3088
H 0.5342 2.2563 -0.1943
H -1.1221 2.2615 -1.1157
H -0.8327 3.4888 0.2145


6.
84
Properties=species:S:1:pos:R:3 method="wB97M-V/def2-TZVPD" orbital_gap_ev=5.300 de_lowest_kj_mol=0.0 lumo_energy_ha=-0.081 energy_ev=-146604.332
Mo -0.0272 0.3269 0.4711
S -1.2676 -0.6445 -1.2335
C -2.9495 -0.0427 -1.2324
C -3.7014 -0.1493 -2.4005
C -5.0251 0.2653 -2.4104
C -5.6230 0.7732 -1.2617
C -4.8840 0.8793 -0.0949
C -3.5535 0.4834 -0.0952
As -2.3673 0.6699 1.3839
C -1.6359 2.4586 1.1362
C -1.6668 3.0841 -0.1068
C -1.0048 4.2910 -0.2925
C -0.3168 4.8749 0.7611
C -0.2919 4.2615 2.0114
C -0.9402 3.0527 2.1982
C -3.3752 0.8126 3.0096
C -3.7411 2.0358 3.5551
C -4.3748 2.0627 4.7893
C -4.6265 0.8836 5.4774
C -4.2756 -0.3399 4.9222
C -3.6508 -0.3770 3.6860
H -3.2459 -0.5621 -3.2923
H -5.6003 0.1859 -3.3244
H -6.6601 1.0809 -1.2776
H -5.3331 1.2648 0.8122
H -2.2019 2.6298 -0.9311
H -1.0237 4.7670 -1.2642
H 0.1993 5.8155 0.6123
H 0.2316 4.7248 2.8386
H -0.9148 2.5710 3.1686
H -3.5306 2.9600 3.0345
H -4.6521 3.0131 5.2261
H -5.0844 0.9174 6.4570
H -4.4603 -1.2574 5.4648
H -3.3643 -1.3293 3.2559
O -1.5690 1.0997 9.5236
S -1.0409 -0.2568 9.5324
O -1.7429 -1.1845 8.6629
O -0.6702 -0.7817 10.8249
C 0.5360 0.0203 8.6584
N 1.6421 0.3838 9.3225
C 2.7104 0.6629 8.5892
C 2.7243 0.5938 7.2017
C 1.5387 0.2038 6.6156
N 0.4616 -0.0790 7.3287
C 1.2876 0.1015 5.1543
C 2.0379 0.7301 4.1671
C 1.5967 0.7093 2.8605
N 0.4873 0.0535 2.4791
C -0.1728 -0.6396 3.4208
C 0.1738 -0.6230 4.7456
H 3.5993 0.9633 9.1345
H 3.6192 0.8158 6.6338
H 2.9300 1.2920 4.4117
H 2.1472 1.2220 2.0829
H -1.0301 -1.2031 3.0866
H -0.4283 -1.1280 5.4913
O 1.0992 2.2802 -2.4254
C 1.5695 2.2865 -1.3397
O 0.9972 1.5980 -0.2911
C 2.8327 2.9753 -0.9548
C 3.8181 3.1191 -1.9210
C 5.0167 3.7318 -1.5955
C 5.1868 4.2067 -0.3115
C 4.2109 4.0957 0.6600
C 3.0255 3.4606 0.3335
N 6.4651 4.8761 0.0368
O 7.3226 4.9137 -0.8177
O 6.5483 5.3738 1.1379
H 3.6354 2.7483 -2.9210
H 5.8137 3.8446 -2.3159
H 4.3944 4.5021 1.6441
H 2.2337 3.3752 1.0656
C 3.1677 -3.2713 -0.5707
C 2.9308 -2.2352 -1.4649
C 1.9843 -1.2624 -1.1735
C 1.2857 -1.2731 0.0421
C 1.5339 -2.3294 0.9247
C 2.4532 -3.3254 0.6164
H 3.9000 -4.0343 -0.8008
H 3.4725 -2.1911 -2.4025
H 1.7831 -0.4978 -1.9172
H 1.0056 -2.3989 1.8669
H 2.6181 -4.1390 1.3121